# C52H46N4O3P2STl

A structure of composition C52H46N4O3P2STl (ωB97M-V/def2-TZVPD, the OMol25 dataset).

Kohn-Sham gap   7.13 eV
Relative energy (zero: lowest compared OMol25 entry of this formula, charge and spin)   0.0 kJ/mol
HOMO level   -9.82 eV

Structure (ORCA input):
```
! wB97M-V def2-TZVPD RIJCOSX def2/J DEFGRID3
* xyz 1 1
Tl -0.905 1.086 -0.464
O 0.569 2.542 0.237
C 0.487 3.500 1.140
C 1.567 4.401 1.211
C 1.591 5.422 2.135
C 0.539 5.597 3.037
C -0.523 4.727 2.983
C -0.582 3.677 2.050
C -1.722 2.798 2.163
N -2.004 1.811 1.394
N -3.138 1.084 1.711
C -3.117 -0.114 1.175
O -2.176 -0.581 0.430
C -4.287 -1.000 1.424
C -5.353 -0.584 2.220
C -6.430 -1.428 2.428
C -6.451 -2.691 1.849
C -5.389 -3.110 1.060
C -4.308 -2.267 0.848
H 2.384 4.254 0.516
H 2.439 6.095 2.160
H 0.560 6.399 3.762
H -1.345 4.836 3.683
H -2.402 2.973 2.996
H -5.322 0.399 2.669
H -7.257 -1.104 3.047
H -7.294 -3.349 2.017
H -5.401 -4.095 0.612
H -3.468 -2.583 0.242
O 2.279 2.130 -2.865
S 2.090 1.199 -1.712
C 2.526 -0.440 -2.289
C 3.822 -0.745 -2.681
C 4.112 -2.005 -3.174
C 3.106 -2.960 -3.268
C 1.814 -2.654 -2.877
C 1.504 -1.383 -2.389
P -0.226 -1.046 -1.902
C -1.104 -0.744 -3.458
C -0.436 -0.260 -4.580
C -1.153 0.086 -5.719
C -2.532 -0.052 -5.744
C -3.204 -0.534 -4.626
C -2.496 -0.872 -3.484
C -0.801 -2.639 -1.263
C -0.480 -2.957 0.055
C -0.823 -4.191 0.577
C -1.502 -5.112 -0.211
C -1.825 -4.801 -1.524
C -1.468 -3.568 -2.056
C 3.445 1.443 -0.571
C 4.499 2.244 -0.970
C 5.584 2.393 -0.115
C 5.601 1.732 1.105
C 4.523 0.948 1.494
C 3.408 0.814 0.673
P 1.924 -0.163 1.144
C 1.323 0.599 2.688
C 1.930 1.659 3.356
C 1.380 2.152 4.531
C 0.221 1.592 5.049
C -0.401 0.545 4.382
C 0.144 0.059 3.203
C 2.697 -1.714 1.728
C 3.162 -2.598 0.753
C 3.743 -3.803 1.113
C 3.854 -4.146 2.454
C 3.386 -3.278 3.429
C 2.810 -2.065 3.070
H 4.599 0.004 -2.594
H 5.122 -2.247 -3.478
H 3.330 -3.949 -3.645
H 1.046 -3.414 -2.941
H 0.643 -0.154 -4.572
H -0.628 0.457 -6.589
H -3.086 0.208 -6.637
H -4.279 -0.656 -4.649
H -3.019 -1.257 -2.613
H 0.030 -2.229 0.673
H -0.567 -4.430 1.601
H -1.780 -6.074 0.199
H -2.350 -5.518 -2.140
H -1.709 -3.342 -3.086
H 4.458 2.733 -1.935
H 6.419 3.015 -0.408
H 6.455 1.832 1.761
H 4.544 0.438 2.450
H 2.825 2.118 2.958
H 1.856 2.982 5.036
H -0.204 1.978 5.967
H -1.315 0.115 4.769
H -0.362 -0.746 2.677
H 3.070 -2.342 -0.297
H 4.105 -4.478 0.348
H 4.302 -5.089 2.738
H 3.470 -3.541 4.475
H 2.448 -1.397 3.841
N -3.158 1.672 -1.397
C -3.078 2.926 -2.153
C -1.895 2.875 -3.108
N -0.661 2.641 -2.353
H -3.545 0.924 -1.962
H -3.733 1.758 -0.563
H -2.941 3.739 -1.436
H -3.993 3.134 -2.712
H -1.850 3.802 -3.684
H -2.023 2.051 -3.813
H -0.375 3.470 -1.836
H 0.135 2.422 -2.953
*
```

Here are the Mulliken charges for atoms 1 to 99, given in e: 2.1680, 0.0254, -0.0431, -0.7959, -0.6043, -1.0313, -0.9494, 1.3213, -1.0432, 0.9427, -1.1679, -0.0060, 0.1393, 0.3017, -0.7113, -0.7658, -0.4626, -0.9824, 0.2597, 0.4327, 0.4755, 0.4282, 0.4330, 0.3408, 0.4674, 0.4288, 0.4101, 0.4541, 0.2343, -1.0818, 2.2115, 0.4376, -0.8011, -0.8495, -0.8989, -0.7900, 0.0393, 2.6742, 0.3283, -1.0212, -0.7538, -0.8394, -0.7615, -0.9574, 0.1413, 0.1337, -0.7976, -0.8873, -0.8706, -0.3031, -0.9669, -0.1864, -0.8465, -0.8143, -0.1505, -0.5734, 2.0447, 0.7919, -1.0004, -0.6185, -0.7908, -0.8444, -0.3626, 0.7045, 0.0108, -0.7577, -0.6792, -0.7492, -0.7722, 0.5839, 0.4362, 0.4568, 0.4301, 0.3800, 0.4764, 0.4033, 0.4829, 0.8843, -0.2841, 0.5478, 0.4551, 0.4727, 0.4512, 0.5631, 0.4676, 0.4310, 0.5940, 0.3586, 0.4050, 0.3900, 0.4199, 0.3906, 0.0188, 0.4670, 0.4155, 0.4413, 0.4065, -0.2799, -0.9312



# C14H14N4O3S3

A structure of composition C14H14N4O3S3 at a distorted geometry (ωB97M-V/def2-TZVPD, the OMol25 dataset).

Kohn-Sham gap   7.95 eV
Relative energy (zero: lowest compared OMol25 entry of this formula, charge and spin)   2.6 kJ/mol
HOMO level   -8.95 eV

Structure (ORCA input):
```
! wB97M-V def2-TZVPD RIJCOSX def2/J DEFGRID3
* xyz 0 1
O -0.141 0.160 -1.334
C -1.008 0.156 -0.477
N -1.044 -0.739 0.524
H -1.691 -0.598 1.284
C -0.059 -1.795 0.663
C -0.680 -3.133 0.428
C -0.908 -3.751 -0.762
C -1.568 -4.993 -0.624
C -1.838 -5.298 0.670
S -1.293 -4.075 1.748
H -2.322 -6.168 1.065
H -1.827 -5.628 -1.452
H -0.609 -3.330 -1.705
H 0.387 -1.752 1.661
H 0.710 -1.603 -0.092
C -2.179 1.128 -0.504
H -2.900 0.732 -1.223
C -1.723 2.506 -0.967
N -1.199 3.291 0.136
S -0.278 2.678 1.365
O -1.027 1.678 2.075
O 0.167 3.823 2.101
C 1.180 1.876 0.693
C 1.782 0.887 1.414
C 2.935 0.227 0.942
C 3.498 0.552 -0.262
C 2.904 1.574 -1.020
N 3.289 2.040 -2.209
S 2.284 3.199 -2.659
N 1.309 3.196 -1.381
C 1.731 2.257 -0.533
H 4.371 0.047 -0.644
H 3.371 -0.554 1.546
H 1.342 0.611 2.360
H -0.774 4.154 -0.168
H -2.571 3.066 -1.376
H -0.972 2.377 -1.757
H -2.648 1.202 0.475
*
```

Quick look at the Mulliken charges, all values in e: -0.6032, 0.1587, 0.1961, 0.2996, -0.6796, 0.0719, -0.5144, -0.5002, -0.4921, -0.1424, 0.4361, 0.3895, 0.4869, 0.5176, 0.3085, -0.9154, 0.4439, -0.3883, -0.3550, 1.2874, -0.6166, -0.7409, 0.1751, -0.4440, -0.7585, -0.7194, 0.7632, -0.7084, 0.1551, -0.5105, 0.6052, 0.4578, 0.4193, 0.5169, 0.3297, 0.4302, 0.2121, 0.4283



# C40H63FeN2O2

A structure of composition C40H63FeN2O2 (ωB97M-V/def2-TZVPD, the OMol25 dataset).

Kohn-Sham gap (spin up / spin down)   8.08 / 6.75 eV
HOMO level (spin up / spin down)   -7.50 / -7.44 eV

Structure (ORCA input):
```
! wB97M-V def2-TZVPD RIJCOSX def2/J DEFGRID3
* xyz 0 6
Fe 1.968 -0.837 0.248
C 4.009 -3.092 0.971
N 3.984 -1.717 0.445
C 4.743 -1.685 -0.818
C 4.580 -0.771 1.419
C 3.638 -0.465 2.578
N 2.345 0.118 2.144
C 1.244 -0.225 3.094
C -0.007 -0.766 2.457
C -1.262 -0.236 2.736
C -2.409 -0.897 2.335
C -2.248 -2.129 1.687
C -1.021 -2.703 1.390
C 0.128 -1.955 1.728
O 1.379 -2.328 1.398
C -0.906 -4.137 0.860
C -2.281 -4.786 0.684
C -0.130 -4.966 1.897
C -0.182 -4.217 -0.489
C -3.818 -0.384 2.636
C -3.794 0.930 3.417
C -4.576 -1.420 3.478
C -4.576 -0.150 1.323
C 2.434 1.583 1.904
C 1.652 2.034 0.703
C 0.543 2.860 0.790
C -0.052 3.364 -0.357
C 0.575 3.090 -1.576
C 1.690 2.273 -1.712
C 2.171 1.646 -0.545
O 3.094 0.676 -0.537
C 2.435 2.132 -3.043
C 2.429 0.689 -3.563
C 1.827 3.020 -4.131
C 3.889 2.586 -2.835
C -1.327 4.198 -0.251
C -1.805 4.709 -1.611
C -2.434 3.321 0.352
C -1.092 5.410 0.660
H 5.047 -3.417 1.106
H 3.515 -3.755 0.263
H 3.469 -3.153 1.909
H 5.776 -2.011 -0.649
H 4.730 -0.678 -1.223
H 4.275 -2.364 -1.531
H 4.827 0.140 0.880
H 5.504 -1.201 1.825
H 4.141 0.212 3.278
H 3.419 -1.386 3.114
H 1.018 0.645 3.715
H 1.623 -1.007 3.753
H -1.318 0.687 3.302
H -3.143 -2.674 1.421
H -2.837 -4.825 1.623
H -2.147 -5.811 0.333
H -2.889 -4.261 -0.056
H -0.648 -4.960 2.859
H 0.874 -4.568 2.040
H -0.048 -6.002 1.559
H -0.716 -3.657 -1.257
H -0.119 -5.263 -0.801
H 0.823 -3.808 -0.427
H -3.298 0.815 4.383
H -4.817 1.261 3.605
H -3.287 1.720 2.860
H -4.047 -1.621 4.411
H -4.691 -2.366 2.947
H -5.575 -1.050 3.721
H -4.074 0.608 0.718
H -5.593 0.196 1.529
H -4.644 -1.065 0.733
H 3.486 1.817 1.734
H 2.110 2.120 2.799
H 0.152 3.107 1.772
H 0.171 3.548 -2.466
H 1.413 0.350 -3.763
H 2.864 0.004 -2.839
H 3.003 0.636 -4.493
H 0.803 2.730 -4.373
H 2.420 2.922 -5.043
H 1.828 4.074 -3.843
H 4.387 1.971 -2.088
H 3.921 3.627 -2.504
H 4.442 2.511 -3.775
H -2.025 3.889 -2.297
H -1.064 5.360 -2.080
H -2.722 5.286 -1.479
H -2.623 2.451 -0.279
H -3.365 3.885 0.454
H -2.147 2.954 1.339
H -0.299 6.045 0.260
H -0.804 5.107 1.667
H -2.003 6.007 0.740
C -2.802 -1.237 -2.020
C -1.566 -0.715 -2.763
C -1.793 0.747 -3.166
C -1.311 -1.566 -4.014
C -0.400 -0.800 -1.870
C 0.564 -0.880 -1.135
H -3.681 -1.181 -2.668
H -2.985 -0.646 -1.123
H -2.660 -2.275 -1.714
H -2.669 0.823 -3.815
H -0.928 1.142 -3.701
H -1.952 1.367 -2.283
H -2.173 -1.510 -4.683
H -1.148 -2.611 -3.745
H -0.431 -1.211 -4.552
*
```

Here are the Mulliken charges for atoms 1 to 99, given in e: 0.6406, -1.2036, 0.6147, -0.9358, -0.8702, -1.2671, 0.9787, -1.6918, 0.8986, -0.3432, -0.6559, 0.0557, 0.2118, -0.0131, -0.8623, 2.3581, -2.2284, -1.6359, -1.1792, 2.2736, -1.8909, -1.8345, -1.3356, -1.8020, 0.3563, -0.2582, -0.6315, 0.0962, -0.2959, 0.1027, -0.4311, 2.5594, -1.3368, -2.2097, -1.6684, 2.4344, -2.1818, -1.1403, -1.8524, 0.3537, 0.3463, 0.3308, 0.4121, 0.0869, 0.3342, 0.3742, 0.5699, 0.3835, 0.4480, 0.2277, 0.4066, 0.4211, 0.5118, 0.3788, 0.4700, 0.3300, 0.3465, 0.1566, 0.4946, -0.0457, 0.6417, -0.2756, 0.3925, 0.4602, 0.1631, 0.3512, 0.3080, 0.4886, -0.0661, 0.5440, 0.2810, 0.5166, 0.5041, 0.2805, 0.6894, -0.0291, -0.1595, 0.6516, 0.3149, 0.4604, 0.3775, 0.1905, 0.3418, 0.4898, 0.2925, 0.4748, 0.4383, -0.1327, 0.5393, 0.0410, 0.4167, 0.2541, 0.4771, -1.4649, 2.1511, -1.1396, -1.7608, -0.0163, 0.1260



# C3H5NO2

The molecule C3H5NO2 (ωB97M-V/def2-TZVPD, the OMol25 dataset).

Structure (SMILES)   [H]/N=C(/C)OC=O
Kohn-Sham gap   11.67 eV
Relative energy (zero: lowest compared OMol25 entry of this formula, charge and spin)   82.2 kJ/mol
HOMO level   -10.82 eV

Structure (ORCA input):
```
! wB97M-V def2-TZVPD RIJCOSX def2/J DEFGRID3
* xyz 0 1
C -1.261 -0.686 0.673
C -0.363 0.430 0.253
N -0.748 1.585 -0.050
O 1.005 0.069 0.319
C 1.593 -0.275 -0.847
O 1.068 -0.249 -1.925
H -1.102 -0.906 1.734
H -1.038 -1.594 0.104
H -2.300 -0.396 0.512
H 0.040 2.187 -0.288
H 2.629 -0.583 -0.649
*
```

Quick look at the Mulliken charges, all values in e: -0.9369, 0.7042, -0.5901, -0.2978, 0.0956, -0.4550, 0.2676, 0.2830, 0.3204, 0.2566, 0.3525



Number 1: molar mass 1073.36 g mol⁻¹. Number 2: molar mass 382.49 g mol⁻¹. Number 3: molar mass 659.80 g mol⁻¹. Number 4: molar mass 87.08 g mol⁻¹.